{
  "formula": "C19H12IMnN5O3",
  "method": "ωB97M-V with the def2-TZVPD basis set",
  "lumo_energy_ha": [0.1691, 0.1691],
  "total_charge": -2,
  "spin_multiplicity": 2,
  "homo_lumo_gap_ev": [6.48, 6.20],
  "e_tot_ev": -72913.6166,
  "symbols": ["Mn", "C", "O", "C", "C", "C", "C", "C", "C", "N", "N", "C", "O", "C", "C", "C", "C", "C", "C", "C", "O", "H", "H", "H", "H", "H", "H", "H", "H", "H", "H", "H", "H", "N", "C", "C", "C", "N", "C", "N", "I"],
  "xyz": [[0.205966, -1.203763, -0.953049], [4.151047, -2.387371, -1.329886], [4.854845, -1.141893, -1.342103], [4.222087, -0.003322, -0.937044], [5.044031, 1.040516, -0.580464], [4.525538, 2.273957, -0.169201], [3.160086, 2.433226, -0.104578], [2.293998, 1.387445, -0.455083], [0.865928, 1.635093, -0.392517], [-0.033595, 0.777558, -0.655405], [-1.350672, 1.220142, -0.590011], [-2.134345, 0.178958, -0.742437], [-1.753196, -1.013933, -0.918294], [-3.611610, 0.425406, -0.704040], [-4.135310, 1.704425, -0.556948], [-5.509176, 1.902184, -0.518462], [-6.375350, 0.821609, -0.626865], [-5.854476, -0.455281, -0.775780], [-4.478410, -0.650787, -0.814946], [2.804106, 0.137535, -0.903156], [2.047296, -0.819911, -1.307228], [4.910586, -3.137725, -1.552144], [3.354099, -2.425994, -2.065433], [3.717739, -2.587307, -0.349762], [6.114363, 0.869497, -0.623154], [5.192706, 3.080868, 0.110292], [2.729896, 3.376038, 0.220963], [0.526977, 2.635984, -0.119652], [-3.445895, 2.533569, -0.470080], [-5.907807, 2.903322, -0.400068], [-7.447524, 0.975547, -0.590304], [-6.519675, -1.306258, -0.858862], [-4.048824, -1.637164, -0.932306], [0.402314, -1.638847, 1.073821], [0.314125, -1.522536, 2.217556], [0.240256, -1.439836, 3.622993], [1.421614, -1.373217, 4.406585], [2.369878, -1.324639, 5.068530], [-1.011469, -1.458459, 4.291079], [-2.017899, -1.478286, 4.862491], [0.165752, -3.306338, -2.535044]],
  "forces_ev_per_angstrom": [[-0.0589, 0.4733, 0.2252], [0.1297, -0.1646, -0.0142], [-0.0253, -0.1756, -0.2319], [0.0378, 0.0874, 0.1059], [0.0488, 0.1101, 0.0533], [-0.0225, 0.0253, 0.0128], [0.0612, 0.0287, 0.0113], [-0.0148, -0.0669, 0.1176], [0.4941, 0.5671, -0.0356], [-0.4241, -0.7230, 0.5034], [0.0264, -0.0619, -0.0276], [-0.2522, 0.4584, 0.1348], [-0.1941, -0.5831, -0.1935], [0.1310, 0.1014, 0.0232], [-0.1225, 0.1718, 0.0257], [0.1045, 0.0338, -0.0048], [0.0240, -0.0081, 0.0048], [0.0959, -0.0593, -0.0114], [-0.1804, -0.1632, -0.0324], [-0.1851, 0.3845, 0.1091], [0.2548, -0.2765, -0.2696], [0.0481, -0.0005, 0.0398], [0.0658, -0.0330, -0.0064], [-0.0121, 0.0097, 0.0424], [-0.0167, 0.0137, 0.0076], [-0.0082, -0.0205, -0.0098], [0.0141, -0.0306, -0.0070], [0.0843, 0.0438, -0.0724], [-0.0109, -0.0025, 0.0061], [0.0175, 0.0048, 0.0031], [-0.0065, -0.0027, -0.0062], [-0.0066, -0.0118, -0.0001], [-0.0141, 0.0014, 0.0059], [-0.2562, 0.5809, -0.5281], [0.1229, -0.1886, 0.6269], [-0.0040, 0.0121, 0.0690], [-0.2079, -0.0170, -0.1990], [-0.0356, -0.0007, -0.0179], [0.2090, -0.0125, -0.1765], [0.0486, 0.0064, -0.0202], [0.0402, -0.5120, -0.2632]],
  "lowdin_spin": [0.97, 0.00, 0.00, 0.00, 0.00, 0.00, 0.00, 0.00, -0.01, 0.00, 0.00, 0.00, 0.02, 0.00, 0.00, 0.00, 0.00, 0.00, 0.00, 0.00, 0.02, 0.00, 0.00, 0.00, 0.00, 0.00, 0.00, 0.00, 0.00, 0.00, 0.00, 0.00, 0.00, 0.00, 0.00, 0.00, 0.00, 0.00, 0.00, 0.00, 0.01]
}

{
  "formula": "C22H27N5O",
  "method": "ωB97M-V with the def2-TZVPD basis set",
  "relative_energy_kj_mol": 72.5,
  "smiles": "Cc1cc(C)n(CC(=O)N[C@@H]2CCCc3c2cnn3-c2ccc(C)c(C)c2)n1",
  "lumo_energy_ha": 0.0289,
  "spin_multiplicity": 1,
  "homo_lumo_gap_ev": 9.01,
  "e_tot_ev": -32751.3273,
  "symbols": ["C", "C", "C", "C", "C", "N", "C", "C", "O", "N", "C", "C", "C", "C", "C", "C", "C", "N", "N", "C", "C", "C", "C", "C", "C", "C", "C", "N", "H", "H", "H", "H", "H", "H", "H", "H", "H", "H", "H", "H", "H", "H", "H", "H", "H", "H", "H", "H", "H", "H", "H", "H", "H", "H", "H"],
  "xyz": [[-1.259386, 0.049055, -3.195724], [-2.177462, -0.974337, -2.632355], [-2.155504, -2.364166, -2.834913], [-3.168125, -2.870391, -2.047288], [-3.612549, -4.268278, -1.816912], [-3.751154, -1.805341, -1.450173], [-4.726796, -1.794302, -0.396477], [-4.000666, -1.607963, 0.954365], [-4.122170, -2.383255, 1.878143], [-3.239554, -0.503824, 0.951049], [-2.200068, -0.240388, 1.928208], [-2.419143, 1.119034, 2.608272], [-1.149277, 1.584842, 3.319797], [-0.048681, 1.910495, 2.304120], [0.074507, 0.755724, 1.375850], [-0.873310, -0.237839, 1.240982], [-0.318280, -1.144727, 0.323175], [0.873338, -0.744393, -0.061854], [1.115579, 0.412413, 0.572708], [2.344365, 1.054597, 0.368952], [2.482779, 2.433652, 0.444166], [3.726134, 3.000783, 0.231041], [4.838924, 2.228972, -0.068879], [6.170892, 2.874978, -0.293744], [4.692770, 0.840507, -0.167373], [5.865003, -0.028484, -0.503165], [3.450651, 0.271972, 0.054360], [-3.147340, -0.656100, -1.790102], [-1.657332, 1.043630, -3.013140], [-0.282838, -0.034222, -2.717508], [-1.130078, -0.100035, -4.265768], [-1.486188, -2.915255, -3.463051], [-3.558441, -4.519085, -0.757455], [-2.971254, -4.948547, -2.370361], [-4.640728, -4.410757, -2.151132], [-5.411687, -0.956505, -0.554222], [-5.283734, -2.730606, -0.384182], [-3.138852, -0.030191, 0.053006], [-2.255281, -1.048842, 2.668561], [-2.695077, 1.850553, 1.844877], [-3.244366, 1.041278, 3.316608], [-0.803181, 0.795735, 3.990202], [-1.364234, 2.469765, 3.920838], [-0.330693, 2.813575, 1.752492], [0.900219, 2.106235, 2.810055], [-0.736941, -2.053361, -0.061494], [1.633538, 3.065769, 0.641795], [3.828890, 4.074822, 0.292081], [6.538039, 2.657561, -1.296298], [6.905909, 2.496174, 0.415791], [6.101198, 3.953384, -0.177378], [6.650403, 0.081321, 0.244034], [6.285657, 0.252579, -1.467952], [5.568598, -1.072826, -0.544919], [3.312976, -0.795385, -0.021707]],
  "forces_ev_per_angstrom": [[-0.0080, 0.0054, 0.0788], [-0.2382, -0.1555, 0.1283], [-0.1811, -0.0808, 0.1862], [0.1757, 0.0314, -0.1293], [-0.0604, 0.0122, 0.0533], [0.1832, -0.3535, -0.5225], [-0.0878, 0.0359, 0.5244], [-0.3761, 0.0594, -0.4309], [-0.0649, -0.3656, 0.2897], [0.1483, 0.3983, 0.0822], [-0.1036, 0.0615, 0.2127], [0.1494, -0.2455, 0.1911], [-0.0928, 0.1441, -0.1602], [0.0471, 0.0732, 0.1839], [-0.3640, -0.2957, 0.0685], [0.2549, 0.3190, 0.0737], [0.1372, 0.3256, 0.2485], [0.2834, -0.5317, -0.5869], [-0.6765, -0.0516, 0.2009], [0.6884, 0.2976, -0.1418], [-0.2085, -0.2258, 0.0208], [0.1205, -0.0846, 0.0074], [-0.1074, 0.0779, 0.0171], [-0.0321, -0.0447, -0.0039], [-0.1788, 0.0899, 0.0425], [-0.0310, 0.0322, 0.0138], [-0.0714, 0.0425, 0.0646], [0.0463, 0.6828, -0.3381], [0.0170, 0.0813, -0.0268], [0.0703, 0.0521, -0.0045], [0.0245, 0.0567, -0.0642], [0.1210, -0.1832, -0.1290], [-0.0204, -0.0968, 0.0288], [-0.0065, -0.0453, -0.0034], [-0.0332, -0.0787, 0.0039], [0.0360, -0.1329, -0.0572], [0.0984, 0.1120, 0.0285], [-0.0127, -0.1137, 0.1749], [-0.0164, 0.1663, -0.0916], [-0.0556, 0.0380, -0.0366], [-0.0707, 0.0111, -0.0625], [0.0362, 0.0049, 0.0834], [0.0386, -0.0356, 0.0466], [0.0782, 0.0375, 0.0462], [-0.0221, 0.0624, -0.0549], [-0.0837, -0.2245, -0.1627], [-0.1174, 0.0507, 0.0236], [0.0198, 0.1017, -0.0004], [0.1126, 0.0264, -0.0616], [0.1252, 0.0209, 0.0153], [0.0434, 0.0614, -0.0022], [0.1111, -0.0387, 0.0112], [0.0973, -0.0306, -0.0669], [0.0318, -0.0739, -0.0129], [0.0252, -0.0834, 0.0002]],
  "mulliken_charge": [-1.27, 0.90, -1.15, 1.11, -1.62, 0.77, -1.06, 0.80, -0.69, -0.06, 0.09, -0.98, -1.16, -0.83, 0.54, 0.71, -1.58, -1.13, 0.64, 0.19, -0.54, -1.28, 1.30, -1.53, 1.04, -1.73, -0.67, -1.04, 0.35, 0.18, 0.36, 0.39, 0.34, 0.37, 0.33, 0.27, 0.37, 0.51, 0.40, 0.34, 0.34, 0.39, 0.46, 0.32, 0.48, 0.74, 0.42, 0.31, 0.33, 0.32, 0.37, 0.33, 0.34, 0.37, 0.45]
}